ORCA calculation (ωB97M-V/def2-TZVPD) on a 6-piece molecular cluster, C29H73IN4O7P overall in a non-equilibrium geometry.

The geometry in XYZ format:
```
115
Properties=species:S:1:pos:R:3:mulliken_charge:R:1
C -1.92142 3.84687 -0.51620 -1.00
C -1.18699 4.25272 -1.78539 -0.24
I -2.69349 4.62706 -3.30157 0.16
C -0.23785 3.20374 -2.35875 -1.37
C 1.18228 3.23526 -1.76024 1.22
P 2.02175 4.77922 -2.47237 0.25
O 3.35069 4.43115 -2.97426 -0.54
C 1.30998 3.39437 -0.24642 -2.12
N 1.18898 2.10170 0.54099 0.27
C 1.18873 0.88823 -0.35252 -0.15
C 1.45537 -0.37583 0.43804 -1.73
C 1.12513 -1.71685 -0.27447 0.52
N -0.11417 -1.63213 -1.00499 -0.69
N 2.20692 -2.17153 -1.14998 -0.52
N 0.95507 -2.76966 0.71378 -0.55
C 2.27808 1.17829 -1.34365 -0.90
O 1.93086 2.16772 -2.27384 -0.30
H -2.88906 3.42979 -0.71999 0.45
H -1.36424 3.14904 0.09251 0.07
H -2.09830 4.72289 0.09169 0.31
H -0.69187 5.20579 -1.69155 0.54
H -0.71191 2.23243 -2.32620 0.40
H -0.11422 3.42705 -3.40638 0.64
H 2.14028 5.66051 -1.37519 0.10
H 1.14973 5.35634 -3.41161 0.11
H 2.29084 3.78546 -0.02310 0.58
H 0.61434 4.11561 0.13822 0.52
H 2.04362 2.01295 1.09149 0.47
H 0.41778 2.09070 1.20689 0.49
H 0.20786 0.84060 -0.79613 0.63
H 2.52275 -0.39792 0.63913 0.43
H 0.97957 -0.33094 1.40703 0.43
H -0.31855 -2.54531 -1.38837 0.35
H -0.06685 -0.96297 -1.76105 0.22
H 3.13243 -1.92370 -0.82550 0.25
H 2.07773 -1.83666 -2.09202 0.29
H 1.82524 -2.86774 1.22080 0.24
H 0.19309 -2.55575 1.34837 0.18
H 3.15111 1.50887 -0.77355 0.38
H 2.59037 0.28979 -1.85488 0.60
C -1.88226 -4.11688 5.32906 -1.15
C -1.80748 -2.98730 4.31772 -0.31
O -1.62184 -3.41854 2.98054 -0.37
C -2.62098 -4.28271 2.45451 -0.44
C -4.02988 -3.72074 2.43640 -0.99
H -0.98296 -4.73110 5.28226 0.32
H -1.97660 -3.71183 6.33638 0.39
H -2.73888 -4.76727 5.15238 0.28
H -0.94240 -2.36048 4.54151 0.33
H -2.69115 -2.34343 4.39308 0.32
H -2.60537 -5.23469 2.99399 0.32
H -2.29977 -4.49900 1.43612 0.37
H -4.40141 -3.50997 3.43993 0.27
H -4.70753 -4.44313 1.98125 0.38
H -4.07466 -2.79300 1.86305 0.28
C 9.01270 2.70651 -3.48857 -1.32
C 8.56678 1.70935 -2.43399 -0.06
O 7.86272 2.28671 -1.34704 -0.42
C 6.66437 2.96323 -1.67190 -0.51
C 5.61545 2.09011 -2.33712 -0.47
H 9.63796 3.47910 -3.04096 0.32
H 9.58595 2.19874 -4.26357 0.42
H 8.16827 3.20075 -3.97107 0.31
H 9.44279 1.23714 -1.99191 0.31
H 7.97454 0.90576 -2.88774 0.25
H 6.87218 3.84437 -2.28694 0.32
H 6.27972 3.33373 -0.71987 0.29
H 5.95069 1.70310 -3.29929 0.35
H 4.70677 2.66811 -2.50940 0.16
H 5.38169 1.22997 -1.70014 0.12
C -9.17671 4.90538 -0.66525 -1.03
C -7.69076 5.10614 -0.43302 -0.32
O -6.92469 3.91133 -0.45888 -0.44
C -6.97059 3.16959 -1.66423 -0.42
C -6.51412 3.96219 -2.87515 -0.86
H -9.58583 4.22034 0.07400 0.29
H -9.69955 5.85797 -0.58457 0.38
H -9.38744 4.49514 -1.65372 0.27
H -7.53249 5.52561 0.56022 0.33
H -7.28669 5.83201 -1.14764 0.30
H -7.97060 2.75401 -1.82916 0.33
H -6.30316 2.32152 -1.50499 0.35
H -7.16700 4.81239 -3.07402 0.28
H -6.50943 3.33199 -3.76543 0.44
H -5.51010 4.35076 -2.70407 0.04
C 9.74325 -0.37153 0.30280 -1.04
C 9.14383 -1.52105 -0.48880 -0.08
O 9.98805 -2.64734 -0.61461 -0.44
C 10.38961 -3.26804 0.59311 -0.33
C 9.23914 -3.79225 1.43544 -1.00
H 10.68529 -0.05054 -0.14358 0.29
H 9.05522 0.47505 0.31369 0.29
H 9.94767 -0.64916 1.33774 0.37
H 8.94958 -1.19467 -1.51087 0.18
H 8.17493 -1.81393 -0.06459 0.22
H 11.02029 -2.59123 1.18003 0.30
H 11.02379 -4.09988 0.28965 0.35
H 8.57976 -2.99157 1.77377 0.25
H 9.62481 -4.29977 2.31954 0.39
H 8.63901 -4.50002 0.86221 0.28
C -9.02645 -3.06730 2.13156 -1.00
C -8.64047 -4.14960 1.13932 -0.34
O -7.75572 -5.11759 1.66528 -0.41
C -8.22912 -5.84487 2.78556 -0.32
C -9.50235 -6.63005 2.52381 -1.08
H -8.13790 -2.55724 2.50631 0.24
H -9.67231 -2.33587 1.65035 0.39
H -9.56622 -3.47075 2.98903 0.27
H -8.11204 -3.70063 0.29768 0.35
H -9.53458 -4.63116 0.72819 0.31
H -8.35600 -5.17971 3.64743 0.32
H -7.42455 -6.53462 3.03935 0.33
H -10.34220 -5.98056 2.27508 0.27
H -9.77707 -7.20176 3.41009 0.39
H -9.35913 -7.32250 1.69386 0.30
```

Its charge is +1. As for the electronic energy: -68929.984 eV. The largest force on an atom comes out at 1.0 eV Å⁻¹. The gap between HOMO and LUMO is 7.766 eV. For the LUMO energy, the calculation gives -3.21 eV. Its relative energy (zero: lowest compared OMol25 entry of this formula, charge and spin) is 13.92 kcal per mole.

ORCA calculation (ωB97M-V/def2-TZVPD) on C29H35BeN5O2 as an isolated structure in a non-equilibrium geometry.

The geometry in XYZ format:
```
72
Properties=species:S:1:pos:R:3:mulliken_charge:R:1
Be 0.07212 -0.26989 0.06532 2.42
C -2.48398 -1.28030 3.28479 -0.76
C -1.10637 -1.86358 3.04328 -0.81
O -0.40398 -1.39323 1.94406 -0.53
H -3.11456 -1.45427 2.41581 0.21
H -2.39491 -0.20853 3.48340 0.02
H -2.97030 -1.68084 4.17816 0.42
H -1.12980 -2.96796 3.08626 0.29
H -0.43037 -1.70730 3.90756 0.39
C 0.83191 0.84697 -4.27440 -1.24
C 1.41865 1.31660 -2.94343 -0.27
O 0.62054 0.95518 -1.89636 -0.49
H -0.16574 1.19242 -4.54976 0.20
H 0.81806 -0.25041 -4.34903 0.25
H 1.47529 1.04591 -5.14326 0.42
H 1.55149 2.40144 -3.13174 0.28
H 2.47338 0.99016 -2.90501 0.10
N 2.76322 -0.60466 0.23314 0.30
C 3.66246 -0.31573 -0.71257 -0.33
C 5.00877 -0.11820 -0.47282 -0.93
C 5.44838 -0.36544 0.82390 -0.25
C 4.54352 -0.55666 1.84815 -0.92
C 3.20632 -0.70296 1.49000 -0.10
H 3.27897 -0.41837 -1.72045 0.42
H 5.74970 0.08986 -1.23017 0.44
H 6.51668 -0.35957 1.00673 0.36
H 4.79624 -0.61891 2.89687 0.43
H 2.46636 -0.76240 2.28096 0.38
N 0.79036 -2.43986 -0.94413 0.30
C 0.77500 -2.58669 -2.27185 0.31
C 1.22437 -3.73734 -2.90819 -1.11
C 1.74173 -4.76094 -2.11875 -0.23
C 1.84816 -4.56796 -0.74473 -0.81
C 1.40542 -3.36623 -0.22313 -0.13
H 0.40955 -1.71966 -2.80512 -0.09
H 1.23906 -3.84034 -3.98393 0.45
H 1.93741 -5.78635 -2.40781 0.36
H 2.12105 -5.32434 -0.02254 0.41
H 1.29576 -3.21333 0.84666 0.38
N -1.97368 -0.92821 -1.08361 0.50
C -3.10727 -1.19657 -0.44190 0.28
C -4.31309 -1.44049 -1.06902 -0.71
C -4.38418 -1.29883 -2.45221 -0.40
C -3.27198 -0.82112 -3.11849 -1.14
C -2.06881 -0.77600 -2.41294 -0.24
H -3.07774 -1.31489 0.63173 -0.16
H -5.23294 -1.74413 -0.58962 0.45
H -5.23971 -1.63401 -3.02482 0.41
H -3.18356 -0.78707 -4.19619 0.45
H -1.17112 -0.39033 -2.88419 0.22
N -1.92686 1.88591 0.35273 0.26
C -2.47212 2.34145 -0.78045 -0.15
C -3.51263 3.26108 -0.76784 -0.98
C -4.02451 3.72160 0.43633 -0.19
C -3.51205 3.19197 1.61411 -1.03
C -2.45744 2.30450 1.49509 0.08
H -2.12445 1.91906 -1.71450 0.48
H -3.93926 3.56784 -1.71406 0.41
H -4.83221 4.43989 0.48410 0.39
H -3.98754 3.47427 2.54241 0.43
H -2.02875 1.83087 2.37160 0.20
N 0.81298 1.69308 1.75995 0.46
C 1.55528 2.75596 1.42802 -0.25
C 1.98283 3.76076 2.27769 -0.78
C 1.66267 3.64594 3.62540 -0.38
C 0.98913 2.49755 4.01333 -0.88
C 0.54869 1.58870 3.06703 0.06
H 1.68504 2.92224 0.36297 0.35
H 2.62484 4.54781 1.90932 0.43
H 1.94988 4.37253 4.37342 0.39
H 0.70712 2.32453 5.04358 0.45
H 0.03346 0.68783 3.38513 0.03
```

Its charge is 0. As for the electronic energy: -42583.814 eV. The largest force on an atom comes out at 2.6 eV Å⁻¹. The gap between HOMO and LUMO is 8.094 eV. For the LUMO energy, the calculation gives 0.79 eV. Its relative energy (zero: lowest compared OMol25 entry of this formula, charge and spin) is 1.30 kcal per mole.

ORCA calculation (ωB97M-V/def2-TZVPD) on a 8-piece molecular cluster, C13H42N6O13 overall in a non-equilibrium geometry.

The geometry in XYZ format:
```
74
Properties=species:S:1:pos:R:3:mulliken_charge:R:1
N -0.20940 -2.34104 -0.06908 -0.16
C -1.13595 -1.58512 0.51295 0.37
N -1.88935 -2.21944 1.41378 -0.34
O -1.41047 -0.47238 0.07131 -0.42
H 0.29200 -1.87156 -0.81376 -0.02
H -0.00827 -3.23696 0.25077 0.27
H -1.63404 -3.07826 1.86426 0.16
H -2.58877 -1.65187 1.89485 0.26
N -0.58428 -0.30136 -2.86164 0.17
C -0.49912 -1.51707 -3.42927 0.69
N -1.65825 -1.97050 -3.91864 -0.47
O 0.54135 -2.14242 -3.58798 -0.81
H -1.48828 0.16022 -2.63915 0.13
H 0.26733 0.00261 -2.30457 -0.19
H -2.46404 -1.44019 -3.92219 0.15
H -1.50589 -2.95948 -4.12141 0.25
N 3.12757 -1.81018 -2.67144 -0.35
C 3.15085 -0.71016 -1.85072 0.32
N 4.26153 -0.22178 -1.33783 -0.31
O 2.04381 -0.20931 -1.49498 -0.31
H 2.16461 -2.00460 -2.90799 0.36
H 3.89635 -2.38163 -2.85761 0.15
H 4.22995 0.40380 -0.49520 0.21
H 5.19885 -0.46160 -1.56971 0.16
O 2.85261 -0.48550 3.18652 -0.50
C 2.46370 -0.06428 1.85844 0.28
C 2.76406 1.36391 1.53650 -0.54
O 4.26960 1.47549 1.37492 -0.61
H 3.69730 -0.05726 3.36846 0.30
H 2.98595 -0.69678 1.13350 0.08
H 1.39332 -0.18355 1.57711 -0.06
H 2.40331 1.92560 2.37690 0.52
H 2.28657 1.85808 0.65124 0.07
H 4.46813 2.39091 1.25282 0.31
O -3.76956 2.99543 -0.87646 -0.58
C -2.45785 2.67755 -1.24539 -0.13
C -1.54528 2.79230 -0.06178 -0.22
O -0.22951 2.30614 -0.25831 -0.22
H -4.24097 2.92948 -1.69364 0.33
H -2.48345 1.63256 -1.56966 0.06
H -2.24542 3.32946 -2.11066 0.31
H -2.17620 2.27304 0.67589 0.11
H -1.44646 3.74704 0.37083 0.50
H -0.22667 1.32425 -0.19042 -0.03
O -3.82501 -0.78131 2.97513 -0.60
C -5.02774 -0.54064 2.23748 -0.69
C -4.73148 0.43245 1.09901 0.42
O -4.73859 1.73367 1.58439 -0.61
H -3.52392 0.08354 3.25023 0.31
H -5.36154 -1.52259 1.86797 0.35
H -5.81990 -0.13432 2.84540 0.35
H -5.51684 0.40057 0.28289 0.29
H -3.80915 0.14197 0.58222 -0.24
H -4.39505 2.28371 0.81740 0.35
O 0.44245 2.64004 -3.05961 -0.59
C 1.78400 2.98693 -3.07345 -0.20
C 1.94506 4.32550 -2.26060 -0.30
O 0.94945 5.22427 -2.64117 -0.56
H 0.20822 2.48316 -2.14419 0.26
H 2.49164 2.20512 -2.80451 0.01
H 1.99157 3.26015 -4.10228 0.41
H 2.86779 4.85744 -2.62164 0.37
H 1.85926 4.21895 -1.17897 0.13
H 0.25607 4.62361 -3.01319 0.36
O 0.53436 -4.23537 1.91366 -0.60
C 1.49701 -3.52490 2.71002 -0.03
C 1.06855 -3.43508 4.11469 -0.23
O 0.90596 -4.78924 4.58936 -0.54
H 0.55614 -5.11317 2.30259 0.34
H 2.40238 -4.11453 2.58386 0.39
H 1.64763 -2.52938 2.23684 -0.17
H 0.11816 -2.86477 4.22698 0.24
H 1.83869 -2.96550 4.71956 0.28
H 0.52358 -4.86389 5.44838 0.28
```

Its charge is 0. As for the electronic energy: -49720.884 eV. Its structure (SMILES) is NC(N)=O.NC(N)=O.NC(N)=O.OCCO.OCCO.OCCO.OCCO.OCCO. The largest force on an atom comes out at 3.4 eV Å⁻¹. The gap between HOMO and LUMO is 9.840 eV. For the LUMO energy, the calculation gives 0.48 eV. Its relative energy (zero: lowest compared OMol25 entry of this formula, charge and spin) is 6.06 kcal per mole.

ORCA calculation (ωB97M-V/def2-TZVPD) on C5F15O15S5Zn as an isolated structure in a non-equilibrium geometry.

The geometry in XYZ format:
```
41
Properties=species:S:1:pos:R:3:mulliken_charge:R:1
Zn 3.34773 -6.23473 -5.19985 2.46
C 5.64894 -9.72316 -4.11966 0.59
F 6.17917 -10.93620 -4.10942 -0.25
F 4.45608 -9.74713 -3.44732 -0.21
F 6.60100 -9.02572 -3.48310 -0.24
S 5.23104 -9.06266 -5.88838 0.99
O 4.48262 -7.76048 -5.68355 -0.35
O 6.57782 -8.90156 -6.39528 -0.72
O 4.48050 -10.11978 -6.60970 -0.68
C 1.03854 -2.50533 -5.23206 0.56
F 0.84650 -2.89733 -6.48913 -0.18
F 2.17319 -1.77642 -4.97605 -0.22
F -0.03980 -1.77648 -4.95916 -0.25
S 0.87952 -4.08905 -4.02464 1.01
O -0.47202 -4.70575 -4.13614 -0.66
O 1.97625 -4.96767 -4.51327 -0.46
O 1.12262 -3.56505 -2.65323 -0.74
C 3.41136 -3.21955 -8.46985 0.52
F 4.67388 -3.32552 -8.68296 -0.25
F 3.23813 -2.55386 -7.37776 -0.18
F 2.94037 -2.63249 -9.57513 -0.26
S 2.56103 -5.05674 -8.22980 1.00
O 1.06414 -4.96022 -8.28791 -0.71
O 2.97396 -5.98361 -9.28622 -0.70
O 3.07588 -5.46094 -6.91590 -0.78
C -0.33926 -8.51337 -3.41390 0.56
F -1.27089 -7.64070 -3.74889 -0.20
F 0.33043 -8.10611 -2.31627 -0.21
F -0.87252 -9.73761 -3.23913 -0.24
S 0.91725 -8.82819 -4.97806 0.91
O 1.96937 -7.74127 -4.96219 -0.79
O 1.37771 -10.22546 -4.78839 -0.70
O 0.22818 -8.53177 -6.27237 -0.72
C 5.04549 -3.94393 -2.33467 0.46
F 3.97931 -3.27830 -2.85284 -0.15
F 6.19713 -3.26090 -2.44658 -0.23
F 4.81927 -4.15936 -1.07236 -0.22
S 5.16615 -5.64682 -3.28644 1.11
O 4.00113 -6.53627 -3.10937 -0.59
O 5.03489 -5.34180 -4.71905 -0.68
O 6.44213 -6.11393 -2.85971 -0.60
```

Its charge is -3. As for the electronic energy: -179255.092 eV. The largest force on an atom comes out at 4.7 eV Å⁻¹. The gap between HOMO and LUMO is 7.801 eV. For the LUMO energy, the calculation gives 6.53 eV. Its relative energy (zero: lowest compared OMol25 entry of this formula, charge and spin) is 102.01 kcal per mole.